(1)
The following is a DFT calculation (ωB97M-V with the def2-TZVPD basis set) of an isolated molecule of C6H10N2O at a distorted geometry.

Each line ends with the natural charge from an NBO analysis.
Cartesian coordinates (Å):
O  1.082  -0.122  -0.905  -0.35
N  -1.998  1.046  0.395  -0.70
N  0.063  -0.003  0.084  -0.16
C  0.072  -1.004  1.075  0.16
C  0.978  1.152  -1.596  -0.07
C  -0.501  1.488  -1.602  -0.50
C  1.381  -1.785  1.145  -0.64
C  -0.940  0.857  -0.285  0.43
C  -1.006  -1.269  1.833  -0.47
H  2.226  -1.155  1.403  0.22
H  -1.927  -0.694  1.644  0.25
H  -0.738  2.556  -1.651  0.23
H  1.275  -2.549  1.924  0.22
H  1.665  -2.229  0.167  0.23
H  -2.541  1.705  -0.108  0.34
H  1.354  1.045  -2.601  0.20
H  -0.958  -2.048  2.603  0.21
H  -1.033  1.068  -2.426  0.23
H  1.547  1.942  -1.098  0.18

Its charge is 0. The calculation puts the HOMO energy at -7.94 eV. The orbital gap comes out at 8.8 eV. The SMILES is [H]/N=C1\CCON1C(=C)C.

(2)
The following is a DFT calculation (ωB97M-V with the def2-TZVPD basis set) of an isolated molecule of C2H2ClF3 at a distorted geometry.

Each line ends with the natural charge from an NBO analysis.
Cartesian coordinates (Å):
Cl  2.088  0.027  -0.298  0.02
F  -1.103  1.339  -0.640  -0.39
F  0.571  1.280  0.938  -0.34
F  -1.551  -0.717  0.374  -0.31
C  0.578  -0.112  0.492  0.07
C  -0.666  -0.139  -0.409  0.52
H  0.633  -1.094  1.115  0.23
H  -0.550  -0.585  -1.572  0.19

Its charge is 0. The calculation puts the HOMO energy at -11.66 eV. The orbital gap comes out at 12.4 eV. The SMILES is FC(F)[C@H](F)Cl.

(3)
The following is a DFT calculation (ωB97M-V with the def2-TZVPD basis set) of a structure of composition C26H20BrClN2O2PS4Sr at a distorted geometry.

Each line ends with the natural charge from an NBO analysis.
Cartesian coordinates (Å):
Sr  -2.353  -0.601  -1.477  1.75
Br  -4.448  0.486  2.527  0.05
Cl  -1.052  -0.168  1.469  -0.02
S  -2.912  -3.240  -0.655  -0.51
S  0.186  -2.353  -3.162  -0.13
S  -5.089  -1.388  -1.683  -0.54
S  -5.752  -4.207  -0.923  -0.33
P  1.260  -1.143  -0.512  1.14
O  -2.115  1.465  -2.018  -0.87
O  -3.242  3.086  -3.115  -0.68
N  -3.823  1.604  0.072  -0.47
N  -0.960  3.374  0.448  -1.08
C  -5.605  2.713  1.221  -0.29
C  -4.624  1.740  1.107  0.17
C  2.550  2.506  1.034  -0.24
C  5.266  -1.946  -1.236  -0.22
C  -4.923  3.474  -0.936  -0.23
C  0.125  -1.303  2.119  -0.02
C  2.100  1.191  0.932  -0.15
C  -4.593  -2.975  -1.086  -0.47
C  2.291  2.765  -1.333  -0.23
C  0.407  -1.075  -2.148  -0.91
C  5.225  -3.245  -1.718  -0.23
C  -5.747  3.594  0.167  -0.16
C  2.829  -3.265  -1.419  -0.13
C  1.240  -1.657  1.362  -0.38
C  1.741  0.635  -0.299  -0.35
C  2.862  -1.963  -0.922  -0.35
C  1.912  -3.033  3.266  -0.24
C  -3.973  2.470  -0.948  0.11
C  1.851  1.448  -1.433  -0.18
C  0.785  -2.644  3.979  -0.22
C  4.087  -1.308  -0.853  -0.22
C  -3.031  2.341  -2.161  0.75
C  2.130  -2.547  1.976  -0.15
C  2.651  3.299  -0.103  -0.23
C  4.002  -3.902  -1.814  -0.24
C  -0.118  -1.766  3.400  -0.22
H  2.627  -3.719  3.713  0.20
H  2.032  0.596  1.835  0.21
H  0.010  3.100  0.326  0.36
H  6.213  -1.424  -1.156  0.20
H  1.878  -3.780  -1.505  0.24
H  -6.504  4.368  0.210  0.20
H  -4.986  4.122  -1.798  0.25
H  3.955  -4.910  -2.212  0.20
H  -1.278  3.642  -0.478  0.36
H  2.807  2.912  2.007  0.20
H  1.566  1.033  -2.390  0.26
H  6.138  -3.740  -2.031  0.20
H  2.355  3.373  -2.229  0.21
H  -6.231  2.759  2.100  0.22
H  2.995  4.325  -0.027  0.20
H  -1.013  -1.449  3.925  0.22
H  4.128  -0.289  -0.484  0.22
H  0.604  -3.022  4.980  0.20
H  -1.454  2.510  0.650  0.36
H  3.017  -2.865  1.439  0.21

The spin multiplicity is 2. Its charge is -2. Its expectation value of S² is 0.756. The calculation puts the HOMO energy (alpha / beta) at -0.98 / -1.03 eV. The orbital gap (alpha / beta) comes out at 5.1 / 5.2 eV.

(4)
The following is a DFT calculation (ωB97M-V with the def2-TZVPD basis set) of a cluster of 2 separate species, C4H7N2S in total at a distorted geometry.

Each line ends with the natural charge from an NBO analysis.
Cartesian coordinates (Å):
S  -0.262  1.618  0.255  0.40
N  2.460  -0.543  -0.169  -0.15
N  -0.367  -0.949  0.106  -0.53
C  -1.981  0.873  0.012  -0.51
C  0.386  0.057  0.280  0.19
C  -1.769  -0.611  -0.253  -0.26
C  3.318  0.186  0.261  -0.11
H  -2.296  -1.516  0.233  0.26
H  3.257  1.098  0.802  0.25
H  -0.094  -1.871  -0.104  0.44
H  4.146  -0.138  -0.308  0.27
H  -2.481  1.431  -0.733  0.26
H  -1.870  -0.834  -1.342  0.23
H  -2.446  1.199  0.959  0.25

Its charge is +1. The calculation puts the HOMO energy at -14.06 eV. The orbital gap comes out at 8.7 eV.

> Number 1 is which compound?

C6H10N2O

> Which of these has the lowest charge?

C26H20BrClN2O2PS4Sr

Repeat the third record exactly.
The following is a DFT calculation (ωB97M-V with the def2-TZVPD basis set) of a structure of composition C26H20BrClN2O2PS4Sr at a distorted geometry.

Each line ends with the natural charge from an NBO analysis.
Cartesian coordinates (Å):
Sr  -2.353  -0.601  -1.477  1.75
Br  -4.448  0.486  2.527  0.05
Cl  -1.052  -0.168  1.469  -0.02
S  -2.912  -3.240  -0.655  -0.51
S  0.186  -2.353  -3.162  -0.13
S  -5.089  -1.388  -1.683  -0.54
S  -5.752  -4.207  -0.923  -0.33
P  1.260  -1.143  -0.512  1.14
O  -2.115  1.465  -2.018  -0.87
O  -3.242  3.086  -3.115  -0.68
N  -3.823  1.604  0.072  -0.47
N  -0.960  3.374  0.448  -1.08
C  -5.605  2.713  1.221  -0.29
C  -4.624  1.740  1.107  0.17
C  2.550  2.506  1.034  -0.24
C  5.266  -1.946  -1.236  -0.22
C  -4.923  3.474  -0.936  -0.23
C  0.125  -1.303  2.119  -0.02
C  2.100  1.191  0.932  -0.15
C  -4.593  -2.975  -1.086  -0.47
C  2.291  2.765  -1.333  -0.23
C  0.407  -1.075  -2.148  -0.91
C  5.225  -3.245  -1.718  -0.23
C  -5.747  3.594  0.167  -0.16
C  2.829  -3.265  -1.419  -0.13
C  1.240  -1.657  1.362  -0.38
C  1.741  0.635  -0.299  -0.35
C  2.862  -1.963  -0.922  -0.35
C  1.912  -3.033  3.266  -0.24
C  -3.973  2.470  -0.948  0.11
C  1.851  1.448  -1.433  -0.18
C  0.785  -2.644  3.979  -0.22
C  4.087  -1.308  -0.853  -0.22
C  -3.031  2.341  -2.161  0.75
C  2.130  -2.547  1.976  -0.15
C  2.651  3.299  -0.103  -0.23
C  4.002  -3.902  -1.814  -0.24
C  -0.118  -1.766  3.400  -0.22
H  2.627  -3.719  3.713  0.20
H  2.032  0.596  1.835  0.21
H  0.010  3.100  0.326  0.36
H  6.213  -1.424  -1.156  0.20
H  1.878  -3.780  -1.505  0.24
H  -6.504  4.368  0.210  0.20
H  -4.986  4.122  -1.798  0.25
H  3.955  -4.910  -2.212  0.20
H  -1.278  3.642  -0.478  0.36
H  2.807  2.912  2.007  0.20
H  1.566  1.033  -2.390  0.26
H  6.138  -3.740  -2.031  0.20
H  2.355  3.373  -2.229  0.21
H  -6.231  2.759  2.100  0.22
H  2.995  4.325  -0.027  0.20
H  -1.013  -1.449  3.925  0.22
H  4.128  -0.289  -0.484  0.22
H  0.604  -3.022  4.980  0.20
H  -1.454  2.510  0.650  0.36
H  3.017  -2.865  1.439  0.21

The spin multiplicity is 2. Its charge is -2. Its expectation value of S² is 0.756. The calculation puts the HOMO energy (alpha / beta) at -0.98 / -1.03 eV. The orbital gap (alpha / beta) comes out at 5.1 / 5.2 eV.